A 8-piece molecular cluster, C26H53ClN2O32P2S7 overall at a distorted geometry, computed with wB97M-V/def2-TZVPD.

The geometry in XYZ format:
```
123
Properties=species:S:1:pos:R:3:forces:R:3
C 0.74046 -1.33668 0.98128 -0.04 0.08 0.81
C -1.81180 1.96324 2.75818 -0.23 -0.77 -0.01
H 2.15696 4.10061 -5.89927 0.27 -0.12 0.36
P -1.59362 -2.76176 0.17241 -0.40 0.00 -1.80
H 5.00865 8.14321 -7.98583 -0.17 0.12 0.15
H 1.95911 -2.53909 7.19060 0.20 -0.03 -0.07
O 1.92221 -4.86791 1.81864 -0.10 0.36 -0.01
C -3.66011 -6.91537 -2.57295 0.26 -0.29 -0.18
O -0.67241 -4.13898 0.03729 -0.18 0.72 0.91
C -0.21715 -1.60414 4.53629 -0.61 1.11 0.09
N 0.19114 3.32588 2.19913 0.74 -0.75 -0.57
S 3.99030 2.89117 -3.29862 -0.29 0.01 -0.39
H -3.47684 0.73960 3.07034 0.03 -0.18 0.02
H 5.56031 -6.55808 0.79465 -0.15 0.16 -0.13
S 4.28076 -0.06256 7.38390 -0.45 -0.19 -0.08
H 4.25951 0.97420 3.22493 0.02 -0.06 0.16
O -5.81508 -6.54334 -5.07236 -0.10 0.15 -0.07
H 4.79167 -7.74151 3.09659 -0.09 0.14 0.21
O 3.53018 3.39521 -2.05256 0.32 0.07 -0.02
S 1.90383 6.75248 -7.87141 0.37 0.16 -0.16
H 1.68669 1.48946 -5.38013 0.17 -0.15 0.10
H -2.15611 0.21380 4.06522 0.25 -0.17 -0.17
H 1.99340 -1.48298 8.62203 -0.02 0.01 -0.02
H 4.34630 -2.28776 2.17595 0.28 0.49 -0.08
C 2.80795 3.35458 -5.44644 -0.07 -0.22 -0.35
O -7.93563 -1.88291 -2.49003 -0.02 0.36 0.22
H -1.96131 -5.89930 -3.48253 -0.07 0.02 -0.23
O 3.75760 -1.56807 7.56331 0.03 0.23 -0.26
C 4.24750 -7.04924 2.46103 -0.14 -0.26 -0.40
O -6.59876 -0.47864 -4.01243 -0.03 0.23 -0.03
O -6.29165 3.80593 0.19960 0.35 -0.12 0.02
C -2.98427 -5.70197 -3.17568 0.00 0.31 0.42
O 5.22615 -0.39339 2.03450 -0.44 -0.41 0.38
H 2.06233 -0.08655 2.20513 -0.33 -0.22 0.43
H -6.18732 5.31002 -1.22810 -0.03 -0.26 -0.02
H -0.19810 -4.30861 0.86920 0.06 -0.43 -0.13
H 3.92723 -0.70489 3.66294 0.16 -0.13 0.02
O -0.55601 -2.15173 5.51732 0.52 -0.34 0.05
C 0.21430 3.16115 0.77738 -0.30 0.48 -0.29
O 3.52921 -3.73905 3.33645 -0.47 -0.23 0.25
C -4.58350 5.38919 0.24572 0.21 -0.10 -0.46
O 3.62962 3.96058 -4.43270 -0.16 -0.16 0.29
O -0.76716 3.39560 0.11471 -0.19 -0.26 0.08
C 2.02984 -1.07728 1.75720 0.93 -0.08 -1.41
H 0.18228 1.21302 2.24084 -0.12 -0.27 0.35
H 5.21341 -1.89012 0.69190 0.08 0.08 0.13
C 5.16030 -6.11023 1.69990 0.39 -0.07 0.31
O 5.32438 2.44605 -3.47588 0.02 -0.05 0.20
O -3.79233 -5.37734 -4.31733 -0.15 -0.39 -0.05
H -6.31425 -3.13116 -2.21155 -0.18 0.10 0.12
C 1.90624 -0.41127 6.74125 -0.02 -0.24 -0.42
O -6.28730 3.55918 2.65013 0.14 -0.22 0.14
C 4.70717 -0.02487 3.31325 -0.03 0.52 -0.45
S -5.45391 3.42877 1.50973 0.07 0.41 -0.40
H -3.00077 -4.85238 -2.48897 0.04 -0.04 0.03
N 0.00067 -0.94428 3.54605 0.03 -0.88 0.53
O 1.77204 5.49027 -7.22754 -0.27 0.26 -0.31
H 5.98184 -5.75526 2.32449 -0.01 -0.01 0.00
H -1.97516 0.15852 0.99952 0.17 -0.22 -0.05
C -2.14107 -0.42632 1.91272 -0.34 0.11 0.45
C -2.39613 0.56648 3.06244 -0.42 0.74 -0.34
H -3.88897 4.96051 -0.47928 0.00 0.01 0.01
H -7.11810 -1.25658 0.06828 0.03 -0.01 0.01
H -6.70537 5.81093 0.39859 0.02 0.02 -0.02
O -5.06286 -6.65930 -2.72426 0.04 0.31 -0.05
H -3.41496 -7.04909 -1.52273 -0.22 0.08 0.05
C -6.02555 5.16690 -0.16363 -0.15 0.39 0.22
Cl -3.48733 -3.50540 0.75693 0.35 -0.11 0.38
H 1.20926 2.68203 -4.14977 -0.01 0.00 -0.04
O 2.50678 6.49995 -9.33357 0.10 -0.16 0.32
H -5.51053 -1.94006 -0.29998 0.14 0.25 -0.09
O -5.99431 -4.56749 -3.58242 -0.16 -0.31 -0.29
C 2.04707 2.27005 -4.71645 -0.32 0.29 0.15
H -0.99729 -2.87635 2.73695 0.08 0.20 -0.07
H 0.92742 -2.17652 0.30738 -0.27 -0.07 0.09
H 1.66654 3.39832 -0.74359 -0.04 -0.03 0.01
C 2.32301 -1.59529 7.58736 -0.30 0.04 0.31
H -3.41555 -7.82574 -3.12412 0.02 0.02 0.00
C -6.44209 -1.58044 -0.72672 -0.38 -0.01 0.45
C 3.72951 7.23248 -9.49706 0.07 0.43 -0.11
O 2.99909 1.72930 -3.78409 0.29 0.08 -0.16
C 3.23123 -1.11130 0.74794 -0.48 0.51 1.16
H 4.79473 6.38650 -7.80922 0.03 0.02 -0.03
O 3.43003 -6.17878 3.25885 0.19 0.29 -0.08
H 3.46346 2.93376 -6.21260 -0.01 -0.01 0.02
C 4.30920 7.32039 -8.10064 0.26 -0.41 -0.02
H -3.06831 -0.97544 1.72528 0.20 -0.18 0.01
C 1.48392 2.70576 0.07503 0.12 0.50 0.20
H -2.18425 2.23015 1.76659 0.12 0.16 0.06
H -7.64452 -3.36280 -1.05449 -0.22 0.10 -0.12
S -7.29117 -0.44436 -2.77425 0.13 -0.40 0.23
S 3.18416 -4.80900 2.47194 0.39 -0.59 0.10
H -4.34837 6.43935 0.39543 0.02 -0.05 0.24
C -0.29497 2.02735 2.79317 -0.40 1.24 0.07
O -4.72413 2.24099 1.23983 -0.20 -0.21 0.20
H 2.37937 2.71243 0.69981 -0.11 -0.20 0.03
H 3.00368 -1.80673 -0.06373 0.22 0.04 -0.05
H 3.34673 -0.08938 0.37307 0.08 -0.25 -0.48
S -5.32236 -5.74164 -4.01469 0.47 -0.06 0.21
H 0.89926 -0.07021 6.96349 0.09 0.19 0.10
H 1.17642 3.38071 2.44980 -0.13 0.10 0.31
H -2.26490 2.66518 3.46204 0.30 0.16 -0.04
H 0.02271 2.05853 3.83667 0.25 -0.42 -0.13
H 3.59579 -7.60848 1.78671 0.04 -0.01 -0.01
H 0.49290 -0.48415 0.33782 -0.14 -0.05 0.06
O 0.82244 7.66039 -7.95497 -0.10 -0.09 0.17
O 3.16747 7.51734 -7.25551 -0.23 0.12 -0.26
H 2.22529 -1.86354 2.48328 -0.34 0.20 0.24
O -8.26684 0.54761 -2.49561 -0.05 0.03 -0.17
O 5.08240 -0.01359 6.21334 0.18 0.01 0.37
C 4.53938 -1.48484 1.45595 0.30 -0.26 -0.99
O -6.20384 -0.46448 -1.59519 -0.04 -0.18 -0.31
O 2.86037 0.60947 7.06348 0.12 -0.11 0.36
H 3.48798 8.22016 -9.89395 0.02 0.00 0.01
O -4.44614 4.67195 1.47943 -0.37 -0.01 0.12
O 4.32663 -4.98836 1.36985 -0.39 -0.13 0.03
H 1.98951 -0.63256 5.67392 -0.02 -0.02 0.02
H 1.34439 1.72914 -0.39232 -0.05 -0.03 0.19
H 4.38668 6.71398 -10.18971 -0.16 -0.18 0.00
C -7.07229 -2.62743 -1.61362 0.52 -0.13 -0.08
O 4.73936 0.42955 8.63043 0.13 0.12 -0.08
H 5.50735 0.01536 4.04209 0.06 -0.05 -0.08
P -0.79632 -1.66219 2.01231 0.45 -0.30 -0.59
```
Forces are in eV/Å.

Output
E, a.u.: -7469.73040
Orbital gap, eV: 8.20

=====

C26H53FNO8S4 as an isolated structure at a distorted geometry, computed with wB97M-V/def2-TZVPD.

The geometry in XYZ format:
```
93
Properties=species:S:1:pos:R:3:forces:R:3
C -8.17429 0.54359 -0.61173 0.09 0.34 0.34
F -11.41822 -1.56744 -3.04739 -0.04 0.18 -0.43
H -2.31892 3.42645 -2.48660 -0.06 -0.02 -0.09
O 6.72113 -3.19608 0.03537 0.08 0.02 -0.07
H -0.19220 4.54800 -2.36355 0.14 0.09 -0.07
H 10.40484 -3.63320 2.24768 -0.02 0.00 0.01
H -0.53764 2.49510 -4.12836 -0.17 -0.05 0.07
C 7.81782 -4.58475 1.97094 0.17 -0.21 0.03
H 0.98258 3.34846 -4.00514 -0.04 0.00 -0.20
O -10.21708 1.26927 -2.11699 -0.15 0.24 0.05
H 4.47490 -1.57092 -0.61861 0.18 -0.14 -0.05
S 7.50546 -2.98754 1.22306 0.26 -0.18 0.12
S -9.45027 0.08865 -1.79405 0.14 -0.15 0.29
C 4.33980 0.72612 0.53519 -0.08 -0.03 0.53
H 2.63864 -0.40491 1.17935 0.12 0.08 0.12
O -1.80668 0.64852 1.71818 0.02 0.08 -0.07
H -4.21960 2.24440 -1.31335 0.12 -0.13 -0.08
H -2.01359 -1.94989 1.63288 -0.02 0.10 -0.02
C 9.20591 -2.66534 0.72990 0.32 -0.04 0.05
H -3.45776 4.06963 0.98992 0.00 0.14 0.04
C -0.47423 -1.22482 4.07691 -0.05 -0.03 -0.08
H -1.40718 2.96371 0.36255 -0.09 -0.18 0.16
C 3.20377 0.84438 -1.75096 -0.37 -0.12 -0.03
C 1.06463 1.44601 -3.06202 0.12 0.52 -0.31
H 4.08365 -0.67481 2.15311 0.05 -0.08 0.12
H 4.61805 1.38961 1.35734 0.04 0.06 0.04
H -8.88602 2.58941 -0.81352 -0.26 -0.17 0.06
C 9.09935 -5.06958 1.30049 0.01 0.07 -0.05
S -0.56704 -0.08342 1.71921 0.03 -0.13 0.10
H 10.89501 -4.03199 0.60696 0.01 0.01 0.00
C 3.41347 1.50295 -0.39189 0.29 -0.25 -0.19
S -11.13793 -2.07168 -1.58470 0.11 -0.10 1.31
C -0.18314 3.46738 -2.21642 -0.49 -0.23 0.12
C -6.72831 2.63942 -0.87274 -0.07 -0.32 0.57
O -10.41048 -3.29188 -1.74072 0.14 -0.15 -0.31
N -10.29701 -0.93007 -0.88081 -0.15 -0.03 -1.04
H -6.34121 2.00645 -1.66932 -0.12 0.01 -0.23
H 0.06704 -1.45914 4.99238 0.00 0.00 0.01
O -8.76039 -0.51318 -2.91353 0.03 -0.27 -0.08
H -1.65939 1.96967 -1.74414 -0.07 -0.09 -0.13
H 2.44783 1.62685 0.10246 -0.03 0.20 -0.02
H -1.00537 -3.23472 3.39710 -0.01 -0.01 -0.01
C -8.06291 2.05247 -0.35424 0.70 0.05 -0.18
C 0.28838 2.71048 -3.45144 0.54 0.21 0.10
H -8.35728 -0.01132 0.30275 -0.24 -0.04 -0.01
H -0.44076 -2.30324 0.87464 -0.03 0.09 -0.09
H 2.56070 -0.03241 -1.63478 0.08 -0.13 0.08
H 0.61606 -2.71503 2.95627 0.02 0.02 -0.01
H 1.03211 0.75599 -3.90360 -0.14 -0.40 0.20
C -4.20222 2.53242 -0.26419 -0.45 0.20 0.58
H -0.12023 0.93509 3.82182 -0.02 0.06 -0.12
H 9.22183 -2.59941 -0.35590 -0.11 0.00 -0.01
H -3.75696 1.73096 0.32496 0.23 -0.15 -0.23
C -3.36228 3.79259 -0.06324 -0.07 -0.47 0.28
O -12.43496 -2.17252 -0.98869 -0.13 0.03 0.01
C 3.72264 -0.54684 1.13407 -0.05 -0.02 -0.47
H 0.48808 3.25401 -1.38000 0.23 0.12 -0.02
C 2.53213 1.77288 -2.77786 0.44 -0.24 0.12
H 5.27203 0.46923 0.02678 0.08 0.04 -0.09
C 10.03158 -3.85142 1.24532 -0.06 -0.01 0.01
H 9.54583 -5.89770 1.84878 0.00 -0.01 0.00
H -1.38891 4.57622 -0.28005 0.00 0.08 0.01
C 3.99556 -1.83236 0.32132 -0.89 0.14 0.37
C 2.69855 -2.60552 0.03039 0.57 -0.15 -0.19
H 2.91899 -3.66181 -0.12840 -0.06 -0.07 -0.11
H 6.96032 -5.23082 1.79956 -0.08 0.10 -0.01
H 0.63576 0.99847 -2.16501 -0.24 -0.20 -0.09
H 9.51900 -1.71959 1.16415 -0.10 0.06 -0.03
C -5.65669 2.72256 0.23546 0.16 0.45 -0.62
H 8.88033 -5.41515 0.28814 -0.03 -0.02 0.01
C -0.93483 -1.84319 1.72654 0.04 -0.29 0.12
C -0.41730 -2.37985 3.06727 0.02 0.06 0.01
H 4.15647 0.46669 -2.12562 0.14 0.09 -0.03
H 7.96170 -4.42388 3.03892 -0.03 0.03 0.01
H -7.24678 0.15855 -1.02689 0.01 -0.09 -0.16
C -1.88676 3.60451 -0.37475 0.12 0.47 -0.30
H 3.10468 1.70790 -3.70471 -0.10 0.15 -0.17
H -1.51228 -1.01563 4.34326 0.00 0.03 0.01
H 3.85832 2.48623 -0.55900 -0.09 0.15 0.00
H -8.08629 2.20552 0.72378 -0.26 0.21 0.07
C 0.13224 -0.01905 3.36569 0.04 -0.11 0.24
H 4.65339 -2.49036 0.87146 0.22 0.08 0.00
H -5.88583 2.02787 1.04120 0.00 -0.19 -0.02
H 2.00605 -2.54229 0.86773 -0.13 0.07 0.03
H -5.72361 3.72489 0.66516 -0.08 -0.01 0.26
H -3.79614 4.61409 -0.63929 0.08 0.06 -0.14
O 7.10431 -2.05071 2.23993 -0.16 0.07 -0.11
H -6.90040 3.63204 -1.28602 0.08 0.06 -0.13
H 2.63554 2.80442 -2.43474 -0.09 0.09 0.05
C -1.58240 3.05823 -1.76859 0.05 0.05 0.27
O 0.45899 0.19826 0.74692 -0.18 0.17 -0.15
H 1.21351 -0.11581 3.26576 0.02 0.01 -0.05
H 2.23075 -2.22536 -0.87545 -0.31 0.05 0.08
```
Forces are in eV/Å.

Output
E, a.u.: -3371.80026
Orbital gap, eV: 6.74
Charge: -1